Record 1
Molecular formula: C30H75N5
Method: DFT, ωB97M-V with the def2-TZVPD basis set

XYZ file:
```
110
Properties=species:S:1:pos:R:3:forces:R:3:mulliken_charge:R:1
C 21.419 -4.206 2.628 0.606 -0.030 -0.814 -1.394
C 22.340 -4.241 1.365 -1.603 -0.148 1.382 1.574
N 22.083 -3.069 0.551 2.458 0.311 -1.636 -0.004
C 23.137 -3.016 -0.555 -0.317 2.305 1.212 -0.509
C 24.473 -2.435 0.017 -0.525 -0.651 0.155 -1.072
C 20.786 -2.995 -0.074 -1.502 -1.134 -0.036 -0.541
C 20.518 -4.186 -0.999 0.202 -0.173 -1.457 -1.069
H 21.637 -3.297 3.189 -0.003 0.090 -0.100 0.386
H 21.640 -5.039 3.296 -0.235 -0.170 -0.101 0.429
H 20.370 -4.178 2.334 -0.009 -0.235 0.252 0.030
H 23.345 -4.358 1.770 0.283 0.721 -0.517 -0.369
H 22.178 -5.127 0.751 -0.252 -0.562 0.083 -0.629
H 23.251 -3.851 -1.247 0.440 -1.205 0.929 0.094
H 22.705 -2.373 -1.322 0.150 0.942 0.285 0.585
H 24.418 -1.506 0.584 -0.766 0.558 -0.841 0.350
H 24.836 -3.013 0.866 0.264 -0.909 -0.443 0.022
H 25.232 -2.358 -0.762 0.076 -0.044 0.167 0.425
H 20.576 -2.063 -0.597 0.936 0.110 -0.277 0.424
H 19.941 -2.961 0.614 0.324 -0.225 0.713 0.124
H 19.782 -3.982 -1.777 -0.666 0.065 0.469 0.544
H 20.320 -5.156 -0.543 -0.388 0.227 0.426 0.229
H 21.360 -4.391 -1.659 0.506 0.113 0.150 0.279
C 17.397 -3.464 9.681 -0.276 -0.223 -0.150 -1.278
C 18.813 -3.490 8.982 -2.402 -0.499 0.024 -0.405
N 19.013 -2.269 8.189 1.236 -0.878 0.463 0.303
C 19.377 -1.194 9.058 -0.930 3.113 0.226 -0.243
C 19.187 0.231 8.453 -0.760 -0.337 -0.774 -1.316
C 20.136 -2.573 7.320 -1.553 -0.809 -2.705 -0.886
C 19.589 -3.480 6.112 1.352 0.292 0.845 -0.690
H 16.487 -3.294 9.105 0.613 0.868 -1.323 0.262
H 17.324 -2.697 10.453 0.282 -0.249 0.236 0.314
H 16.964 -4.393 10.051 1.240 -0.530 0.807 0.450
H 19.599 -3.727 9.699 0.225 0.647 0.527 0.272
H 18.928 -4.334 8.301 -0.665 -0.005 -0.079 0.325
H 18.657 -1.177 9.876 0.543 -0.313 0.435 0.169
H 20.409 -1.089 9.393 0.332 -1.253 0.433 0.316
H 19.515 0.298 7.415 0.374 -0.091 -0.026 0.311
H 18.131 0.496 8.392 -0.135 -0.040 0.165 0.307
H 19.688 1.017 9.017 0.104 -0.225 0.139 0.381
H 20.942 -3.032 7.893 0.430 0.032 -0.222 0.408
H 20.426 -1.690 6.750 0.443 0.294 0.677 0.396
H 20.305 -3.484 5.290 0.098 0.397 -0.122 -0.101
H 18.655 -3.035 5.771 -0.043 -0.280 0.080 0.314
H 19.523 -4.545 6.333 -0.543 0.077 0.296 0.417
C 16.174 -0.792 2.135 0.128 -1.746 -0.343 -1.450
C 16.154 -1.783 3.340 0.480 -0.511 -0.870 0.009
N 15.394 -3.094 3.147 0.785 1.359 -0.846 -0.067
C 15.539 -3.986 4.332 -1.372 0.961 -1.108 -0.173
C 14.942 -3.260 5.553 0.645 -0.142 -0.576 -1.285
C 15.805 -3.806 1.852 0.538 0.842 1.881 -1.204
C 17.303 -4.284 1.913 -1.366 -0.459 -0.919 -0.398
H 16.476 -1.325 1.234 0.625 -0.179 0.007 0.244
H 16.932 -0.028 2.305 -0.449 0.261 0.060 0.388
H 15.209 -0.450 1.761 -0.188 0.547 0.918 0.361
H 17.173 -2.081 3.588 0.727 0.048 -0.460 -0.058
H 15.987 -1.178 4.231 -1.328 -0.479 0.125 0.477
H 14.949 -4.842 4.002 -0.146 -0.309 0.560 0.413
H 16.547 -4.358 4.520 0.388 0.234 0.080 0.148
H 15.656 -2.498 5.869 0.145 -0.279 0.486 0.195
H 14.072 -2.668 5.269 -0.285 -0.477 -0.054 0.378
H 14.729 -3.971 6.352 -0.028 0.253 0.092 0.405
H 15.643 -3.219 0.948 0.176 0.692 0.419 0.405
H 15.037 -4.563 1.696 0.482 -0.694 0.385 0.435
H 17.391 -5.210 2.482 0.139 0.142 0.164 0.351
H 18.002 -3.531 2.277 -0.278 0.050 0.135 0.044
H 17.584 -4.518 0.886 0.266 -0.114 -0.103 0.379
C 26.263 -6.251 2.657 -0.663 0.234 -0.141 -1.375
C 25.545 -5.171 3.514 -0.727 -1.280 0.518 -0.223
N 26.005 -5.224 4.901 1.986 0.393 -1.380 0.253
C 27.051 -4.207 5.122 1.048 -0.132 0.761 -0.470
C 28.296 -4.139 4.199 -1.014 -0.208 -0.063 -1.245
C 24.996 -5.111 5.907 -0.103 -1.194 0.986 -0.577
C 23.966 -6.295 5.932 -0.503 1.452 0.228 -0.994
H 27.254 -6.514 3.027 -0.035 0.390 -0.029 0.423
H 26.304 -5.969 1.605 0.273 0.228 -0.097 0.256
H 25.697 -7.182 2.658 -0.135 -0.092 0.300 0.292
H 25.496 -4.186 3.051 0.799 0.459 0.023 0.471
H 24.478 -5.382 3.588 -0.158 -0.488 -0.326 -0.228
H 27.466 -4.358 6.119 -0.281 -0.070 0.273 0.448
H 26.612 -3.209 5.134 -0.324 0.356 -0.086 0.393
H 27.922 -3.991 3.186 0.480 -0.267 -0.286 0.256
H 28.958 -4.998 4.305 -0.299 -0.231 -0.291 0.291
H 28.927 -3.279 4.428 -0.330 0.172 0.250 0.418
H 25.482 -5.208 6.878 0.411 0.092 0.009 0.368
H 24.653 -4.076 5.914 -1.202 0.074 -0.019 0.464
H 24.408 -7.288 5.856 0.239 0.269 -0.427 0.274
H 23.439 -6.301 6.886 0.236 0.187 0.312 0.437
H 23.127 -6.134 5.255 0.232 -0.331 -0.550 0.084
C 20.799 -9.014 -2.374 0.958 0.160 -0.223 -1.226
C 21.737 -7.726 -2.293 -1.554 0.261 -0.463 -0.135
N 23.159 -8.002 -2.227 -1.426 -2.851 -0.912 0.509
C 23.653 -8.692 -1.050 -0.991 2.491 1.935 -0.537
C 23.159 -7.905 0.279 1.144 -2.026 -0.583 -0.999
C 23.656 -8.504 -3.526 2.109 1.079 -0.175 -0.376
C 23.632 -7.400 -4.581 -1.106 -0.029 -0.578 -1.169
H 19.795 -8.642 -2.577 0.073 -0.011 0.238 0.444
H 20.826 -9.638 -1.481 -0.079 0.307 0.123 0.306
H 21.087 -9.646 -3.214 0.017 0.081 -0.048 0.333
H 21.529 -7.184 -3.215 0.327 -0.020 -0.042 0.505
H 21.288 -7.102 -1.520 0.861 -0.034 0.453 -0.324
H 23.198 -9.681 -1.010 -0.168 -0.194 -0.263 0.346
H 24.735 -8.819 -1.069 -0.101 0.244 -0.201 0.475
H 22.102 -8.022 0.520 -0.050 0.178 -0.527 0.378
H 23.649 -8.543 1.015 0.118 0.446 0.507 0.471
H 23.500 -6.876 0.389 0.025 -0.186 -0.315 0.227
H 23.159 -9.416 -3.858 -0.513 0.088 0.367 0.317
H 24.698 -8.793 -3.389 -0.007 -0.060 0.349 0.482
H 22.692 -7.463 -5.130 -0.170 0.279 0.067 0.352
H 24.372 -7.495 -5.375 0.344 -0.148 0.490 0.381
H 23.685 -6.418 -4.111 0.230 -0.014 -0.151 0.288
```
Forces are in eV/Å.

expectation value of S²	0.75
2S+1	2
relative energy (zero: lowest compared OMol25 entry of this formula, charge and spin)	19.1	kcal per mole
net charge	+1
HOMO-LUMO gap (alpha / beta)	7.2 / 2.5	eV

=====

Record 2
Molecular formula: C30H75O20P5
Method: DFT, ωB97M-V with the def2-TZVPD basis set

XYZ file:
```
130
Properties=species:S:1:pos:R:3:forces:R:3:mulliken_charge:R:1
C 6.478 22.562 23.948 -0.395 -1.628 -2.744 -1.325
C 6.494 23.890 24.539 -1.314 0.333 2.466 -0.078
O 6.716 24.890 23.587 1.806 1.919 -0.745 -0.217
P 7.152 26.455 23.746 0.256 -0.702 2.306 0.771
O 6.010 27.354 23.964 0.310 -0.356 0.115 -0.701
O 7.995 26.806 22.485 0.927 -0.996 -0.840 -0.284
C 7.358 26.562 21.249 -1.793 0.785 -1.447 -0.251
C 7.253 27.836 20.427 0.457 -0.872 -0.198 -1.171
O 8.360 26.472 24.850 -1.386 -0.860 -1.011 -0.319
C 8.727 27.630 25.586 1.002 0.840 1.260 -0.476
C 7.639 28.072 26.608 -1.078 -0.757 -2.137 -0.842
H 7.421 22.194 23.542 0.337 -0.013 0.607 0.318
H 5.934 21.778 24.475 0.417 0.235 0.625 0.373
H 5.895 22.630 23.030 -0.293 0.120 -0.242 0.332
H 5.494 24.060 24.939 -0.207 0.152 0.135 0.287
H 7.119 23.857 25.432 0.676 0.834 -0.241 0.307
H 7.716 25.780 20.579 1.115 -0.269 0.740 0.378
H 6.331 26.234 21.414 -0.178 0.027 0.354 0.328
H 6.624 27.528 19.591 -0.477 0.576 -0.002 0.352
H 6.865 28.649 21.041 -0.068 0.038 -0.396 0.306
H 8.204 28.061 19.945 0.153 0.385 0.380 0.302
H 9.692 27.436 26.053 -0.292 -1.135 0.799 0.343
H 9.215 28.365 24.946 -1.407 0.725 -0.725 0.321
H 7.703 27.754 27.649 0.567 0.583 -0.140 0.340
H 7.155 29.014 26.351 0.976 0.804 0.816 0.362
H 6.764 27.549 26.224 -0.109 -0.768 0.267 0.242
C 23.078 18.122 21.181 -1.464 0.326 -0.969 -1.100
C 22.667 17.805 19.702 -0.208 -1.008 1.989 -0.282
O 21.382 17.042 19.547 -0.027 1.859 0.121 -0.311
P 20.031 17.965 19.284 1.934 1.629 0.512 0.972
O 20.282 19.249 18.568 -0.283 -1.569 0.977 -0.790
O 19.146 16.942 18.491 -0.335 1.379 3.581 -0.219
C 19.357 16.444 17.221 1.066 -1.277 -0.478 -0.324
C 18.652 17.270 16.220 -0.437 -0.797 -1.802 -1.041
O 19.416 18.293 20.794 0.046 0.710 -3.204 -0.372
C 19.550 17.455 21.875 0.631 -2.046 1.441 -0.078
C 19.220 16.019 21.535 0.556 -0.224 0.150 -1.067
H 23.989 18.710 21.070 -0.041 0.111 0.332 0.373
H 22.248 18.728 21.545 0.354 0.398 0.464 0.287
H 23.225 17.312 21.896 0.060 -0.303 -0.485 0.297
H 22.549 18.781 19.234 0.305 -0.450 -0.576 0.388
H 23.471 17.131 19.402 -0.401 0.218 -1.122 0.299
H 20.396 16.240 16.964 0.361 0.480 0.385 0.277
H 18.936 15.459 17.421 -0.290 -0.279 -1.320 0.320
H 17.614 16.978 16.383 -0.339 1.121 -0.472 0.256
H 18.916 18.312 16.041 -0.318 0.246 1.422 0.328
H 18.943 16.952 15.219 -0.236 -0.891 -0.163 0.378
H 20.565 17.465 22.271 0.430 0.080 -0.327 0.036
H 19.011 17.724 22.784 -0.830 0.896 -0.643 0.447
H 19.101 15.510 22.491 -0.210 -0.418 -0.244 0.417
H 18.365 15.903 20.869 -0.240 0.114 0.382 0.207
H 20.081 15.611 21.007 -0.094 -0.310 0.049 0.303
C 12.359 3.191 28.053 -0.042 0.569 0.467 -1.087
C 12.041 3.198 26.542 0.734 1.389 0.346 -0.276
O 10.655 3.285 26.113 -1.253 0.877 0.499 -0.333
P 9.330 3.978 26.789 -0.024 0.887 0.451 0.951
O 9.053 3.643 28.208 0.741 0.242 -0.909 -0.700
O 9.455 5.610 26.516 1.504 -4.063 -0.900 -0.315
C 8.538 6.509 27.006 -0.471 2.622 1.802 -0.255
C 8.964 6.992 28.452 -1.104 -1.266 -0.212 -1.046
O 8.083 3.552 25.850 0.430 -1.037 0.894 -0.378
C 7.449 2.242 26.263 1.086 -0.608 -0.577 -0.286
C 8.051 1.126 25.406 0.982 0.985 0.441 -0.891
H 13.024 2.395 28.388 -0.387 -0.175 -0.076 0.303
H 12.843 4.127 28.333 0.766 0.088 -0.582 0.362
H 11.539 3.374 28.747 -0.714 -1.158 -0.396 0.310
H 12.633 4.052 26.213 -0.894 0.822 -0.403 0.253
H 12.554 2.496 25.884 -0.731 -1.082 0.611 0.442
H 8.601 7.354 26.320 -0.171 0.075 -0.031 0.325
H 7.505 6.163 27.008 0.059 -0.308 -0.026 0.260
H 8.521 6.284 29.153 0.447 -0.527 0.039 0.279
H 10.047 6.957 28.562 -0.119 0.287 -0.059 0.269
H 8.505 7.897 28.850 0.293 0.537 -0.819 0.387
H 7.781 1.969 27.265 -0.513 0.704 0.240 0.265
H 6.362 2.279 26.188 0.210 0.659 -0.039 0.354
H 7.999 1.360 24.343 -0.431 -0.581 -0.002 0.273
H 9.111 1.161 25.659 0.280 0.014 -0.236 0.165
H 7.781 0.133 25.766 -0.676 0.051 -0.522 0.369
C 15.218 9.721 17.150 -0.310 -1.241 -0.883 -1.049
C 14.459 8.728 16.225 1.440 0.174 1.671 -0.327
O 13.295 9.421 15.782 -0.643 0.001 -1.151 -0.366
P 13.397 9.915 14.283 1.481 2.176 -1.440 1.017
O 14.805 10.106 13.763 -2.475 -0.337 0.744 -0.727
O 12.512 8.898 13.445 0.314 -0.192 0.796 -0.310
C 12.665 8.559 12.078 -0.071 1.316 -2.216 -0.241
C 13.300 7.254 11.761 0.489 -1.760 0.963 -1.204
O 12.525 11.322 14.340 0.199 -4.051 1.062 -0.296
C 12.825 12.375 13.514 1.294 2.565 0.159 -0.080
C 12.582 13.603 14.352 -1.965 1.809 0.629 -1.369
H 14.502 10.028 17.912 0.261 0.484 -0.093 0.258
H 16.062 9.223 17.626 0.010 -0.023 0.035 0.384
H 15.604 10.493 16.484 -0.178 0.392 0.459 0.280
H 15.111 8.414 15.410 -0.245 0.059 -0.108 0.309
H 14.172 7.849 16.802 -0.389 0.039 -0.177 0.391
H 11.676 8.667 11.632 -0.269 -0.523 0.267 0.418
H 13.217 9.270 11.465 0.370 0.775 0.742 0.279
H 14.343 7.152 12.061 0.041 0.493 0.603 0.310
H 12.755 6.466 12.282 0.021 -0.304 -0.165 0.290
H 13.411 6.977 10.713 -0.827 0.494 -0.233 0.383
H 13.895 12.374 13.305 -0.079 -0.316 -0.786 0.331
H 12.170 12.462 12.647 0.262 -0.503 -0.287 0.264
H 12.997 13.669 15.357 0.483 -0.506 -0.248 0.324
H 12.630 14.605 13.926 1.308 -0.138 -0.806 0.412
H 11.511 13.732 14.509 -0.521 -0.881 0.466 0.322
C 12.186 18.240 22.878 -0.764 -0.423 -0.497 -1.102
C 12.649 17.428 24.073 0.473 0.444 0.947 -0.270
O 13.147 16.162 23.663 0.408 -1.483 -0.624 -0.249
P 12.572 14.773 24.202 -0.590 -1.124 -1.203 0.838
O 12.226 14.715 25.623 -0.553 0.353 -0.252 -0.737
O 13.670 13.693 23.810 0.334 0.722 -0.039 -0.260
C 14.127 12.688 24.773 -1.615 -0.858 -1.627 -0.302
C 13.232 11.428 24.561 0.102 -0.090 0.202 -1.025
O 11.367 14.364 23.124 2.091 0.961 2.265 -0.297
C 11.658 14.524 21.735 -1.701 0.053 -0.423 0.126
C 10.239 14.439 21.163 -1.287 -0.066 -0.583 -1.355
H 11.237 17.800 22.572 -0.199 0.197 -0.204 0.261
H 12.034 19.312 23.003 -0.030 -0.124 0.693 0.376
H 12.824 18.184 21.996 0.439 -0.380 0.284 0.289
H 13.462 17.899 24.625 0.123 0.184 -0.188 0.289
H 11.907 17.197 24.837 -0.522 0.610 -0.209 0.358
H 15.083 12.382 24.350 0.373 0.513 0.862 0.234
H 14.063 13.128 25.768 0.416 -0.333 -0.081 0.399
H 12.164 11.597 24.426 0.033 0.572 0.337 0.273
H 13.515 10.887 23.658 0.311 0.185 -0.103 0.300
H 13.335 10.708 25.372 0.129 0.120 0.194 0.364
H 12.112 15.491 21.518 -0.081 0.107 0.147 0.179
H 12.350 13.762 21.374 -0.174 -0.234 0.075 0.249
H 9.488 14.998 21.721 0.686 0.957 0.416 0.328
H 10.048 14.751 20.136 0.664 -0.063 -0.191 0.383
H 9.697 13.502 21.288 0.939 -0.802 -0.204 0.351
```
Forces are in eV/Å.

relative energy (zero: lowest compared OMol25 entry of this formula, charge and spin)	153.1	kcal per mole
net charge	0
SMILES	CCOP(=O)(OCC)OCC.CCOP(=O)(OCC)OCC.CCOP(=O)(OCC)OCC.CCOP(=O)(OCC)OCC.CCOP(=O)(OCC)OCC
HOMO-LUMO gap	10.7	eV

=====

Question: Which of these has the highest relative energy (zero: lowest compared OMol25 entry of this formula, charge and spin)?
Answer: C30H75O20P5

=====

Question: Which of these has the highest net charge?
Answer: C30H75N5